The following is a DFT calculation (ωB97M-V/def2-TZVPD) of a cluster of 6 separate species, C5H23O6 in total.

**HOMO energy**: -13.43 eV
**DFT total energy**: -17831.611 eV
**Largest force on an atom**: 6.513 eV Å⁻¹
**Molar mass**: 179.23 g mol⁻¹
**Net charge**: +1

Each line ends with the natural charge from an NBO analysis.
Atoms and positions in Å:
O  0.45  -0.56  0.51  -0.7657
H  0.33  -0.55  -0.42  0.5792
H  0.73  0.37  0.62  0.5600
H  -0.38  -0.60  0.94  0.5578
C  0.80  2.14  2.69  -0.2546
O  1.61  1.84  1.58  -0.7578
H  1.06  3.06  3.02  0.1782
H  0.81  1.56  3.59  0.1843
H  -0.31  2.18  2.35  0.1598
H  2.31  2.55  1.70  0.5054
C  -1.14  2.10  -0.59  -0.2534
O  -1.38  0.81  -0.97  -0.7586
H  -1.54  2.06  0.45  0.1492
H  -1.94  2.74  -1.02  0.1929
H  -0.12  2.34  -0.70  0.1973
H  -2.13  0.57  -1.34  0.4821
C  0.00  -2.22  -2.86  -0.2586
O  -0.23  -2.06  -1.50  -0.7619
H  -0.21  -3.17  -3.29  0.1916
H  1.03  -2.10  -2.80  0.1778
H  -0.34  -1.34  -3.47  0.1814
H  -0.60  -2.89  -1.19  0.4851
C  -2.78  -1.69  1.69  -0.2570
O  -2.16  -0.33  1.57  -0.7924
H  -2.96  -2.06  0.78  0.1691
H  -3.83  -1.86  2.34  0.2027
H  -2.12  -2.40  2.15  0.1916
H  -2.84  0.39  1.65  0.5054
C  3.08  -0.40  -1.07  -0.2516
O  2.09  0.41  -1.44  -0.7380
H  4.03  0.06  -1.12  0.1736
H  3.25  -1.26  -1.76  0.1625
H  2.93  -0.69  -0.02  0.1739
H  2.51  0.99  -2.06  0.4885